Record 1
The following is a DFT calculation (the ωB97M-V functional and the def2-TZVPD basis) of a cluster of 8 separate species, C31H71BF6NO10 in total.

Its max |F| is 0.59 eV Å⁻¹. As for the HOMO energy: -5.0345 eV. As for the total energy: -2654.97691 Eh. As for the charge: -1. Its frontier orbital gap is 7.0 eV. As for the spin multiplicity: 1. The molar mass comes out at 742.7 g mol⁻¹.

```
120
C31H71BF6NO10 (the ωB97M-V functional and the def2-TZVPD basis)
N -5.19124 0.50046 -0.16622
C -3.88822 -0.17697 0.03298
C -3.22231 -0.52482 -1.29046
C -1.85967 -1.21646 -1.05881
C -1.99947 -2.73522 -1.04724
C -0.69104 -3.55718 -0.89623
B 0.63203 -2.86471 -0.17063
C 1.70158 -2.41700 -1.31281
O 2.46967 -3.16968 -1.89470
C 1.81522 -0.93096 -1.82022
F 1.41229 -0.05807 -0.85538
F 0.99973 -0.72382 -2.90743
C 3.24595 -0.46488 -2.23281
F 4.15070 -0.97084 -1.37575
F 3.33046 0.89316 -2.12222
C 3.67290 -0.73699 -3.71697
F 3.28951 -1.94330 -4.17494
F 3.06482 0.19691 -4.50043
C 5.20716 -0.64070 -3.91993
O 5.97709 -1.34984 -3.35541
O 5.60511 0.35428 -4.75871
H -4.98851 1.47280 -0.37951
H -5.63950 0.54658 0.74555
H -4.05389 -1.09230 0.61025
H -3.19972 0.45159 0.61237
H -3.87911 -1.22761 -1.81686
H -3.11936 0.38185 -1.89414
H -1.49564 -0.89380 -0.07890
H -1.13004 -0.90067 -1.80427
H -2.71386 -3.04091 -0.27504
H -2.47464 -3.01036 -2.00047
H -0.43083 -3.95720 -1.88278
H -0.94614 -4.43597 -0.29618
H 1.22987 -3.72669 0.46353
H 0.35186 -1.96076 0.59841
H 5.22550 0.21452 -5.63759
C -7.23486 -2.18234 -2.74373
C -7.96433 -2.46260 -1.43853
C -8.74081 -1.24759 -0.95862
O -7.04201 -2.88730 -0.43795
H -6.51738 -1.36995 -2.60146
H -6.68312 -3.06430 -3.06971
H -7.93180 -1.89275 -3.53297
H -8.64766 -3.30421 -1.57571
H -8.04735 -0.42394 -0.76955
H -9.25861 -1.46073 -0.02303
H -9.47596 -0.91509 -1.69438
H -6.40863 -2.16849 -0.31006
C -2.47321 -7.33053 1.96656
C -2.41205 -5.81172 2.03510
C -2.85874 -5.28833 3.39207
O -3.18277 -5.22899 0.99232
H -3.50147 -7.67552 2.11554
H -2.14034 -7.67779 0.98864
H -1.84459 -7.78805 2.73262
H -1.39076 -5.48109 1.83965
H -3.89870 -5.57160 3.58404
H -2.79625 -4.20057 3.41541
H -2.24018 -5.69102 4.19616
H -4.10504 -5.48316 1.10787
C -6.14502 5.64072 0.11843
C -5.75811 4.45012 0.98221
C -5.45209 4.86594 2.41286
O -4.65234 3.75351 0.41398
H -5.32007 6.35738 0.07230
H -6.36570 5.31813 -0.89885
H -7.02027 6.15351 0.52007
H -6.57344 3.72456 0.98264
H -4.60734 5.56028 2.43188
H -5.18370 3.99730 3.01376
H -6.30934 5.35903 2.87374
H -3.89794 4.35206 0.39006
C 9.46040 0.97563 -1.27971
C 8.16275 1.53506 -0.71901
C 7.48450 0.54892 0.22279
O 7.27093 1.90687 -1.76346
H 9.26386 0.06846 -1.85815
H 9.93401 1.69873 -1.94489
H 10.15907 0.73016 -0.47878
H 8.37816 2.46178 -0.18093
H 7.22405 -0.36797 -0.31185
H 6.56245 0.97134 0.62139
H 8.13474 0.27919 1.05961
H 7.05941 1.10489 -2.25676
C 10.04123 5.30961 -0.49755
C 9.40500 6.40803 0.33752
C 7.97413 6.06307 0.72030
O 9.45553 7.66095 -0.34788
H 9.48644 5.17121 -1.42988
H 11.06879 5.56681 -0.75562
H 10.04460 4.35979 0.03929
H 9.99421 6.56208 1.24319
H 7.36014 5.94433 -0.17645
H 7.53694 6.85829 1.32453
H 7.92926 5.13077 1.28476
H 8.94323 7.56680 -1.15824
C -13.84907 0.01358 -0.17084
C -12.40611 -0.42456 0.03110
C -12.29901 -1.57317 1.02218
O -11.60326 0.67715 0.44950
H -14.27185 0.36821 0.77366
H -13.90228 0.83201 -0.88883
H -14.46669 -0.80954 -0.53322
H -11.98495 -0.73409 -0.92639
H -12.67840 -1.26348 2.00052
H -11.25998 -1.87508 1.14745
H -12.87522 -2.43834 0.69095
H -11.93921 0.97851 1.30035
C 11.59220 -0.96784 2.56874
C 11.76162 0.51822 2.84490
C 11.30093 0.88893 4.24618
O 11.07106 1.29155 1.86585
H 10.53766 -1.24805 2.64057
H 11.93373 -1.21103 1.56268
H 12.15406 -1.57052 3.28379
H 12.81152 0.79145 2.72549
H 10.23831 0.66093 4.36653
H 11.43645 1.95590 4.42352
H 11.85575 0.33522 5.00497
H 10.13262 1.07990 1.93272
```

***

Record 2
The following is a DFT calculation (the ωB97M-V functional and the def2-TZVPD basis) of a cluster of 8 separate species, C31H73N3O12S4 in total in a non-equilibrium geometry.

Its max |F| is 3.09 eV Å⁻¹. As for the HOMO energy: -9.1784 eV. Its SMILES is O=S1(=O)CCCC1.O=S1(=O)CCCC1.O=S1(=O)CCCC1.O=S1(=O)CCCC1.COC[C@H](C)N.COC[C@H](C)N.COC[C@H](C)N.CC(C)O. As for the total energy: -3884.51131 Eh. Its frontier orbital gap is 9.4 eV. As for the spin multiplicity: 1. The molar mass comes out at 808.2 g mol⁻¹.

```
123
C31H73N3O12S4 (the ωB97M-V functional and the def2-TZVPD basis)
O -8.38731 2.49344 -6.14323
S -7.64408 2.19616 -4.93887
O -6.97898 3.29290 -4.25812
C -8.70159 1.10538 -3.73363
C -7.75316 0.06960 -3.19816
C -6.40636 0.06745 -3.95404
C -6.54781 0.69091 -5.35000
H -9.54196 0.74790 -4.32868
H -9.27260 1.70111 -3.02148
H -7.59073 0.18288 -2.12630
H -8.17084 -0.92607 -3.34738
H -6.04081 -0.94571 -4.12131
H -5.52422 0.45914 -3.44758
H -7.12005 0.04960 -6.02035
H -5.68565 1.07544 -5.89490
O -5.03929 6.59411 3.74549
S -4.16285 6.27816 2.57343
O -3.40138 5.03558 2.53545
C -5.23525 6.44216 1.11372
C -4.50728 7.31371 0.18928
C -3.80854 8.38214 0.95806
C -3.04673 7.70181 2.11613
H -6.22032 6.84189 1.35446
H -5.36488 5.45048 0.68028
H -3.79759 6.78510 -0.44711
H -5.15853 7.69357 -0.59793
H -4.39846 9.17370 1.42015
H -3.16116 8.94684 0.28715
H -2.78408 8.36526 2.94012
H -2.10579 7.26890 1.77657
O -3.25808 -5.87025 4.92635
S -4.08053 -4.86633 5.58997
O -3.64021 -4.20955 6.82285
C -4.64840 -3.56269 4.34371
C -6.15241 -3.43294 4.75599
C -6.79160 -4.85137 4.83730
C -5.83967 -5.55953 5.73173
H -4.51338 -3.83566 3.29712
H -4.03939 -2.65892 4.32329
H -6.27443 -2.88939 5.69288
H -6.77108 -2.94628 4.00199
H -6.83258 -5.34334 3.86551
H -7.72593 -4.74153 5.38781
H -5.81442 -6.64150 5.60209
H -6.05398 -5.41333 6.79041
O 3.10101 5.22520 7.73898
S 1.65854 5.01675 7.54058
O 0.83272 5.94838 6.77201
C 1.30552 3.34815 7.01954
C 0.06693 2.88468 7.75494
C 0.31890 3.18708 9.21838
C 0.87129 4.68522 9.21318
H 2.18520 2.79165 7.34291
H 1.13730 3.45239 5.94766
H -0.88292 3.39373 7.59138
H -0.16857 1.88360 7.39372
H 1.04943 2.52088 9.67731
H -0.55064 3.16283 9.87519
H 1.65006 4.80925 9.96566
H 0.19230 5.53173 9.31555
C 7.97230 -3.73108 2.23811
O 7.13918 -2.79800 2.90484
C 5.88404 -3.26608 3.51984
C 5.39322 -2.10378 4.55045
C 6.31237 -1.74242 5.70703
N 4.07278 -2.35068 5.15868
H 7.31284 -4.00144 1.41341
H 8.13828 -4.54613 2.94254
H 9.00486 -3.48189 1.99351
H 5.02452 -3.33600 2.85319
H 6.04929 -4.17340 4.10083
H 5.14170 -1.18565 4.01954
H 6.03789 -0.86215 6.28831
H 7.32230 -1.72978 5.29717
H 6.42773 -2.57715 6.39841
H 4.14600 -2.99004 5.93711
H 3.36977 -2.68328 4.51427
C 0.99816 3.62850 -10.58838
O 1.66286 4.85946 -11.13149
C 3.00383 5.31016 -11.05364
C 3.47906 5.94581 -9.81500
C 3.47487 4.97025 -8.55252
N 2.77532 7.09795 -9.49687
H -0.09056 3.67566 -10.61206
H 1.35211 3.23872 -9.63397
H 1.26412 2.82418 -11.27426
H 3.59347 4.41820 -11.26540
H 3.11631 5.98687 -11.90070
H 4.49755 6.27656 -10.01845
H 4.28231 5.31041 -7.90411
H 3.78262 3.96861 -8.85271
H 2.60233 4.78160 -7.92709
H 2.53106 7.49044 -10.39487
H 1.86608 6.75035 -9.22750
C 3.32437 -7.69777 -2.44778
O 3.98776 -8.93828 -2.69764
C 5.35487 -9.00867 -2.32487
C 6.05183 -10.24304 -2.88863
C 5.39140 -11.54125 -2.44671
N 7.43692 -10.25124 -2.55178
H 3.85570 -6.89110 -2.95283
H 3.17360 -7.47052 -1.39245
H 2.39493 -8.02857 -2.91125
H 6.01337 -8.19823 -2.63739
H 5.45530 -9.06203 -1.24082
H 6.05265 -10.21068 -3.97815
H 5.34452 -11.67462 -1.36592
H 6.04346 -12.32009 -2.84208
H 4.39400 -11.45271 -2.87736
H 7.68069 -11.23052 -2.59274
H 7.44105 -9.93666 -1.59203
C 0.93597 -0.03763 -1.26876
C 0.36945 1.18084 -0.73086
C 0.37118 2.25331 -1.73087
O -0.96075 0.89774 -0.38802
H 0.72271 -0.93495 -0.68786
H 2.00456 0.16828 -1.20698
H 0.67395 -0.26799 -2.30141
H 0.79892 1.33150 0.25957
H 1.38436 2.36034 -2.11830
H 0.06054 3.17595 -1.24062
H -0.31471 2.16287 -2.57318
H -1.15563 1.33792 0.44255
```

***

Record 3
The following is a DFT calculation (the ωB97M-V functional and the def2-TZVPD basis) of a structure of composition C31H75Br3N2O18P4 in a non-equilibrium geometry.

Its max |F| is 4.06 eV Å⁻¹. As for the HOMO energy: -9.4252 eV. As for the total energy: -11777.66760 Eh. Its frontier orbital gap is 9.2 eV. As for the spin multiplicity: 1. The molar mass comes out at 1127.5 g mol⁻¹.

```
133
C31H75Br3N2O18P4 (the ωB97M-V functional and the def2-TZVPD basis)
C -2.05865 -0.20082 -2.56482
O -0.94939 0.06900 -2.20641
N -3.19672 0.55178 -2.29985
C -4.55433 0.25880 -2.81736
C -3.07990 2.00389 -2.05979
H -2.26492 -1.18581 -3.01142
H -5.24159 0.60020 -2.04327
H -4.95179 -0.71815 -3.09252
H -4.72644 0.90305 -3.67958
H -2.03178 2.29560 -1.99296
H -3.67038 2.57893 -2.77306
H -3.58218 2.05576 -1.09381
C -7.11308 -3.15305 -7.60860
O -6.64959 -2.04244 -7.57773
N -7.08758 -3.96079 -8.70513
C -7.10036 -5.39749 -8.49680
C -6.96126 -3.52306 -10.05951
H -7.53477 -3.70170 -6.75223
H -6.14560 -5.66473 -8.04390
H -7.29840 -5.86044 -9.46353
H -7.88450 -5.75768 -7.83085
H -5.91999 -3.50774 -10.38142
H -7.46478 -4.09427 -10.83943
H -7.28490 -2.48904 -10.17854
C -7.89492 3.91343 3.09807
Br -8.47509 2.48664 4.39372
Br -8.88592 5.58289 3.19955
Br -7.81226 3.10041 1.32337
H -6.90861 4.22581 3.44116
C 6.02004 -1.01734 -7.25919
C 6.34350 0.24065 -7.85991
O 6.41524 1.20901 -6.83739
P 6.45197 2.81692 -7.28247
O 7.56646 3.11190 -8.27180
O 4.89972 3.13987 -7.76160
C 3.74927 2.40165 -7.19480
C 3.01137 3.10408 -6.05491
O 6.50869 3.56013 -5.91637
C 7.67752 3.61581 -5.12647
C 7.44468 2.82617 -3.83001
H 5.03390 -1.00206 -6.79508
H 6.00490 -1.84954 -7.96297
H 6.59469 -1.14182 -6.34138
H 7.34550 0.06729 -8.25239
H 5.65438 0.44998 -8.67807
H 3.02809 2.20899 -7.98907
H 3.94379 1.35783 -6.94839
H 3.75861 3.56541 -5.40923
H 2.40954 3.95771 -6.36670
H 2.56475 2.34306 -5.41498
H 8.57208 3.26958 -5.64414
H 7.82999 4.65259 -4.82660
H 7.08948 1.81406 -4.02384
H 8.34249 2.82348 -3.21193
H 6.69718 3.33324 -3.21991
C 2.62919 -5.56759 2.27410
C 3.97356 -6.08731 1.95039
O 4.08449 -6.11664 0.57368
P 5.50983 -5.68196 -0.06268
O 6.72267 -6.42543 0.39605
O 5.57357 -4.07185 0.17756
C 4.56686 -3.15078 -0.25679
C 4.12654 -2.36772 0.90534
O 5.28746 -5.79747 -1.69952
C 4.53103 -6.89693 -2.16059
C 5.05339 -8.22781 -1.63488
H 2.22560 -4.77609 1.64263
H 2.05841 -6.48518 2.13143
H 2.64264 -5.40444 3.35173
H 4.69952 -5.51582 2.52875
H 4.04584 -7.05996 2.43704
H 4.88889 -2.43935 -1.01723
H 3.59829 -3.47027 -0.64137
H 5.08183 -1.91175 1.16539
H 3.27827 -1.70527 0.73302
H 3.86041 -2.96337 1.77854
H 3.46982 -6.77828 -1.94184
H 4.56554 -7.01716 -3.24340
H 4.86585 -9.07958 -2.28864
H 6.12763 -8.38680 -1.54084
H 4.67594 -8.36870 -0.62208
C -5.13648 -2.11223 2.36445
C -4.30100 -1.40632 3.32650
O -4.76785 -1.77275 4.64496
P -3.60876 -2.28118 5.75852
O -4.20915 -2.75010 7.00118
O -2.84634 -0.90916 5.98625
C -1.63241 -0.72729 6.71249
C -0.37078 -1.27373 5.82135
O -2.69878 -3.31477 4.81011
C -3.02176 -4.64912 4.83273
C -2.61683 -5.34769 6.14473
H -5.25118 -3.10751 2.79381
H -6.13730 -1.68159 2.33274
H -4.55793 -2.36730 1.47658
H -3.22046 -1.54717 3.30001
H -4.42277 -0.32417 3.27937
H -1.56665 0.32127 7.00283
H -1.81644 -1.33928 7.59549
H 0.50686 -0.78642 6.24605
H -0.19058 -2.34638 5.89249
H -0.38778 -0.90421 4.79603
H -4.09728 -4.81039 4.75959
H -2.51914 -5.09437 3.97412
H -2.98462 -6.36673 6.26471
H -1.53828 -5.49681 6.19559
H -3.12409 -4.85399 6.97362
C -0.17869 4.48492 3.30024
C -0.15957 5.32079 4.59623
O -1.61646 5.51511 4.92344
P -2.09685 6.55450 6.03683
O -3.53736 6.61092 6.15324
O -1.28911 6.04979 7.33286
C -1.35657 6.88849 8.48152
C -0.08322 6.81739 9.36125
O -1.34409 7.86258 5.69448
C -1.74517 8.63258 4.56278
C -0.52241 9.29139 3.95691
H 0.83295 4.07923 3.30968
H -0.82884 3.61007 3.30712
H -0.22899 5.10932 2.40822
H 0.33131 4.93762 5.49083
H 0.12635 6.33577 4.32023
H -1.43052 7.92587 8.15521
H -2.30451 6.71914 8.99223
H 0.25661 5.79498 9.52646
H 0.79398 7.26457 8.89365
H -0.30967 7.35824 10.28011
H -2.14116 7.95969 3.80217
H -2.57424 9.26279 4.88464
H 0.38799 8.72318 4.14770
H -0.49036 9.49153 2.88592
H -0.34476 10.17484 4.57014
```